Entry 1:
The following is a DFT calculation (wB97M-V/def2-TZVPD) of a structure of composition C20H37F3O14.

The gap between HOMO and LUMO is 7.661 eV. The value obtained for the HOMO energy is -7.2 eV. The energy comes out at -2136.62692 hartree. As for the lowest unoccupied orbital energy: 0.49 eV. The calculation puts the relative energy (zero: lowest compared OMol25 entry of this formula, charge and spin) at 415.2 kcal per mole.

The geometry in ORCA input format:
```
! RIJCOSX wB97M-V def2-TZVPD def2/J DEFGRID3
* xyz 0 1
H -29.96490 18.70394 -5.28105
C -27.39787 19.20658 -5.52135
H -29.80707 23.25656 -5.13933
H -27.59301 29.49206 -12.21982
O -29.11480 24.86503 -11.96100
H -24.05255 19.33060 -5.25159
H -30.43853 21.39740 -5.37176
H -32.80282 21.59983 -6.39890
H -30.03384 20.45698 -5.60856
H -26.74843 27.17449 -14.06962
F -29.55735 18.93023 -8.66003
H -31.47537 19.73952 -3.62389
H -28.06079 28.26785 -14.32749
H -29.58366 23.64417 -3.42719
H -23.38129 22.90848 -6.59621
H -28.07454 23.23882 -7.44991
C -28.11323 25.70517 -12.23333
C -27.80946 23.96403 -4.74816
H -32.11015 23.22339 -7.11581
H -27.08367 24.13031 -3.95212
O -28.51633 26.83055 -12.94283
O -27.71170 18.51387 -6.52827
O -29.91486 22.49936 -8.97234
O -30.25716 20.94597 -7.29666
H -29.96014 22.81493 -6.25617
H -26.66785 18.88052 -7.67385
O -26.98947 25.50201 -11.90562
C -26.82776 21.27440 -8.19998
C -30.39092 19.73039 -3.51434
H -23.73022 23.25189 -8.29381
O -26.55705 22.50316 -8.53685
C -32.06201 22.39938 -6.40391
O -27.77670 20.91814 -7.46106
C -29.09149 23.25189 -4.31713
C -29.71636 19.69373 -4.89810
C -28.22385 24.04969 -9.29871
C -26.96393 28.75269 -12.71550
H -30.07071 20.70132 -3.13636
H -26.31233 18.58544 -9.44607
H -26.28825 29.16734 -13.46356
H -26.31335 28.26483 -11.98966
H -29.02138 22.17138 -4.19188
C -29.04279 23.80773 -11.04190
H -28.11743 23.24280 -11.15447
H -27.52526 24.55788 -9.96340
H -25.11643 18.69584 -8.30372
H -23.92437 21.65525 -7.58359
H -28.06171 24.93588 -5.17240
O -26.15449 19.54641 -5.08218
H -32.39035 22.98558 -5.54562
C -26.07516 19.15393 -8.54681
C -27.31806 23.60965 -8.14151
H -24.97036 18.85635 -6.68154
F -30.46852 19.94068 -10.42668
C -30.59509 21.93057 -6.30947
H -29.91533 23.15958 -11.12364
H -30.15744 18.89531 -2.85387
F -28.31413 20.25927 -10.02415
C -29.53766 20.08410 -9.45079
O -25.11642 23.43553 -5.02824
O -25.87818 20.55535 -8.70539
C -24.97385 18.85760 -5.59154
O -25.46222 22.96443 -7.14986
O -28.32863 19.78795 -4.68486
H -24.89616 17.86255 -5.15342
C -24.08166 22.71975 -7.40983
O -27.18963 23.34144 -5.86818
H -28.99214 24.77371 -9.02740
H -28.96298 24.37164 -10.11253
C -29.96738 21.28714 -8.57505
H -26.72804 24.38846 -7.65836
H -28.72547 23.17444 -9.71154
C -25.86869 23.25435 -5.93843
C -27.57575 27.66673 -13.55841
*
```

***

Entry 2:
The following is a DFT calculation (wB97M-V/def2-TZVPD) of a cluster of 2 separate species, C20H37F4IN2O5S2 in total.

The gap between HOMO and LUMO is 8.030 eV. The value obtained for the HOMO energy is -8.0 eV. The energy comes out at -2763.48811 hartree. As for the lowest unoccupied orbital energy: 0.07 eV.

The geometry in ORCA input format:
```
! RIJCOSX wB97M-V def2-TZVPD def2/J DEFGRID3
* xyz 0 1
C 0.10881 4.61231 2.63179
H -1.16474 7.79919 -0.16094
C -1.80451 0.90354 0.93786
H -0.91187 -1.53015 -5.17172
C -1.38916 4.67689 2.31797
N -0.05419 -0.57172 1.85364
H 1.33352 -4.08796 -5.08803
C -1.45118 6.86795 0.32945
O 0.10734 -5.16875 -2.65803
O 0.56170 -7.48607 -3.25492
C 3.64271 -3.94405 -2.59280
C -0.29287 -3.62119 -0.21992
H -0.74287 5.77374 5.16858
H -2.52815 -1.71028 -4.49236
F 4.83406 -5.61258 -1.41643
F 5.37042 -3.51922 -1.07384
C -1.01696 -2.82031 -3.42582
C 0.48216 -2.79450 -3.13997
H 1.62921 -4.57816 -0.40793
H 0.52392 3.70424 2.19326
H -0.54893 7.38430 2.20585
H -2.21030 7.92393 2.03278
S 0.80816 -6.52853 -2.25343
I -1.25480 0.20787 -3.19144
C -0.71550 -2.15472 0.01131
C 4.33429 -4.36839 -1.27313
H -0.73750 7.40735 4.49968
C 1.07640 -3.78629 -0.90125
H 1.64708 -2.86765 -0.76468
H 3.67879 -4.32059 -0.40824
C -0.35404 0.65039 1.28352
O 2.31962 -5.97419 -2.37465
O 0.59401 -6.81131 -0.88262
H -0.70527 6.11730 0.06617
H -1.05900 -4.14399 -0.79017
C 1.37095 -0.85781 1.97721
H -3.21196 7.03052 3.86665
C 2.32753 -4.68527 -2.98540
C 1.00769 -4.04171 -2.42107
H -1.83061 6.99527 5.81708
H -0.54606 -2.54708 2.14097
H 1.49636 -1.73496 2.61033
C -2.47457 6.22232 3.90553
S 2.28310 -4.98089 -4.80980
H 0.64643 5.46088 2.20461
F 3.33147 -2.61541 -2.49850
H -2.11899 0.30706 0.08181
H -0.24517 -4.14493 0.73419
H -1.90079 -1.53179 1.73428
H -2.45658 0.67034 1.77920
H 1.87420 -0.01178 2.43010
H 0.00352 -1.48030 -0.46127
H 0.71335 -1.94655 -2.50053
H -2.41543 6.54935 -0.06942
H -1.91681 3.91312 2.89676
H -1.52562 4.39621 1.27023
F 4.58015 -4.06640 -3.56116
H -3.00492 5.34609 4.28922
N -2.08767 5.93530 2.53608
H 1.83844 -1.04945 1.00463
H -1.27380 -3.72854 -3.97406
H -1.57933 -2.83316 -2.49338
H 1.01686 -2.60363 -4.06858
H -1.66256 -1.97000 -0.49644
C -1.37582 6.61810 4.89892
C -1.47426 -1.63360 -4.24771
C -1.54078 7.08240 1.83265
O 0.49607 1.49888 1.11100
H 0.31054 4.58960 3.70233
C -0.86157 -1.73425 1.48719
H -1.90372 1.95367 0.68681
*
```

***

Entry 3:
The following is a DFT calculation (wB97M-V/def2-TZVPD) of the ion C20H37N2O3 with charge +1.

The gap between HOMO and LUMO is 10.847 eV. The value obtained for the HOMO energy is -12.8 eV. The energy comes out at -1119.36723 hartree. As for the lowest unoccupied orbital energy: -1.99 eV. The calculation puts the relative energy (zero: lowest compared OMol25 entry of this formula, charge and spin) at 1.6 kcal per mole.

The geometry in ORCA input format:
```
! RIJCOSX wB97M-V def2-TZVPD def2/J DEFGRID3
* xyz 1 1
C 6.26702 1.59038 0.69601
H 3.78078 2.57359 1.31924
H 6.68001 1.83558 -1.41289
H 6.31263 2.66277 0.89431
H -3.68975 -0.39487 0.82037
H 3.69051 0.13605 -0.39068
H -4.93534 -0.73430 -1.06183
H 1.26375 0.08884 0.68581
N 1.73301 -1.95747 -0.61913
C 5.94704 1.34434 -0.77415
H -2.77365 0.91734 -1.07491
H 4.32830 1.67952 -2.15856
H 0.35067 -0.96285 -1.77552
H 3.03654 1.02601 1.76878
H 5.97956 0.27331 -0.98030
H 7.23834 1.16476 0.94105
H -6.27396 -0.95188 1.02530
C 3.81635 1.49145 1.16431
C 2.98968 -2.18377 -0.24311
H 2.03818 -0.53084 -2.08987
H -3.13000 0.82116 1.95717
C -6.76290 -0.88698 0.05171
H -0.08352 -2.65962 0.14446
H -6.90364 -1.90882 -0.30871
C -5.85602 -0.15793 -0.94125
H 5.35946 1.15018 2.61007
H -8.61067 -0.11468 -0.75752
C 4.56054 1.87812 -1.11079
O 3.90862 -1.36659 -0.36732
H -6.35288 -0.13856 -1.91432
H -6.43265 1.87153 -0.53894
H -4.61746 2.51294 0.94690
H -8.76945 -0.84618 0.83838
H -2.26107 2.19664 0.01644
C 1.63602 -3.93999 0.63016
O -0.97382 -0.62098 0.75448
C -5.51381 1.28434 -0.56042
H 5.19787 -0.13463 1.40826
H 1.43769 -4.99545 0.46593
C -2.44432 1.12291 -0.05300
H -5.49645 1.13151 1.58440
N 3.54454 1.21230 -0.26469
C 1.31324 -0.76291 -1.30232
O -0.12507 1.04510 -0.47321
C -1.15221 0.39933 0.14764
H 1.38965 -3.70389 1.66501
H -8.04534 0.74841 0.67437
H 4.50997 2.95666 -0.93782
H 1.85628 2.47182 -0.11276
H 0.55922 -3.57224 -1.24441
H -4.88780 1.71057 -1.34837
C -4.81821 1.44978 0.79245
H 2.12451 1.78749 -1.71592
C 5.18407 0.94647 1.55445
C 2.16624 1.56924 -0.64649
C 0.82417 -3.05083 -0.31857
C -3.51129 0.67294 0.94478
C 3.09148 -3.56538 0.33673
C -8.12916 -0.23109 0.21084
H 3.53900 -4.21732 -0.41726
C 1.15904 0.45150 -0.34797
H 3.73649 -3.58481 1.21318
*
```